Below is a cluster of 2 separate species, C31H35BO3S in total at a distorted geometry, with properties calculated with wB97M-V/def2-TZVPD.

Gap between HOMO and LUMO: 0.2863 Eh
Structure (SMILES): COc1ccc([C@H](B2OC(C)(C)C(C)(C)O2)c2ccccc2)cc1.Cc1ccc(-c2ccccc2)s1
Calculated total energy: -50370.5200 eV
Energy above the lowest of the compared OMol25 structures with the same formula, charge and spin: 0.0000 eV
E_HOMO: -0.2683 hartree

Atoms and positions in Å:
C: 5.09920 -3.48626 0.14645
O: 3.90651 -3.83929 -0.59125
C: 2.73346 -3.25593 -0.22190
C: 1.71719 -3.11719 -1.19686
C: 0.76278 -2.12511 -1.05113
C: 0.74975 -1.30531 0.08992
C: -0.02917 -0.01995 0.21670
B: 1.47017 1.00253 0.33994
O: 2.30110 0.84226 -0.74869
C: 2.36654 2.17816 -1.28246
C: 3.67373 2.28377 -2.02335
C: 1.20487 2.33671 -2.27797
C: 2.20694 3.08184 0.01701
C: 3.53232 3.33358 0.71081
C: 1.44370 4.37745 -0.15784
O: 1.43398 2.23314 0.91810
C: -0.75935 0.16333 1.50986
C: -1.19497 -0.94210 2.25367
C: -1.77385 -0.78007 3.51392
C: -1.99770 0.50637 4.01899
C: -1.65859 1.62152 3.24600
C: -1.04543 1.44612 2.00405
C: 1.63039 -1.63101 1.14320
C: 2.56097 -2.64704 1.04078
H: 5.90822 -3.96030 -0.40762
H: 5.25386 -2.39906 0.17314
H: 5.06296 -3.87120 1.17341
H: 1.78443 -3.73158 -2.09287
H: 0.03388 -1.93689 -1.84241
H: -0.59443 0.28548 -0.67270
H: 3.74949 3.26297 -2.51045
H: 4.52795 2.14986 -1.35446
H: 3.71205 1.50654 -2.79263
H: 1.28722 3.29043 -2.82116
H: 1.25145 1.51060 -3.00326
H: 0.21888 2.29484 -1.78887
H: 4.13024 4.06342 0.15550
H: 3.34030 3.73448 1.71128
H: 4.10327 2.40369 0.82300
H: 2.01827 5.05935 -0.79677
H: 0.45828 4.22433 -0.61402
H: 1.29995 4.85182 0.82075
H: -1.06962 -1.94482 1.83924
H: -2.04941 -1.66833 4.08786
H: -2.43532 0.63747 5.01335
H: -1.86038 2.62961 3.60936
H: -0.76711 2.31526 1.40897
H: 1.60459 -1.04095 2.06175
H: 3.23477 -2.87462 1.86603
C: -2.30600 1.34090 -4.07140
C: -2.55997 0.78465 -2.72098
C: -2.96848 1.49292 -1.59920
C: -3.30959 0.64687 -0.50729
C: -3.09866 -0.70324 -0.76774
C: -3.53432 -1.81883 0.04709
C: -4.37554 -1.59547 1.16355
C: -4.79460 -2.66020 1.95165
C: -4.39881 -3.96359 1.63889
C: -3.54937 -4.19772 0.54541
C: -3.10629 -3.13236 -0.23449
S: -2.49436 -0.91210 -2.39928
H: -2.43527 2.42852 -4.04966
H: -1.29097 1.10371 -4.41307
H: -3.01425 0.91906 -4.79768
H: -3.06037 2.57812 -1.59319
H: -3.70053 1.00731 0.44077
H: -4.69548 -0.57817 1.39803
H: -5.43964 -2.46401 2.81376
H: -4.74384 -4.79807 2.25422
H: -3.24381 -5.21745 0.30136
H: -2.41820 -3.31073 -1.06511


Below is a structure of composition C31H35Cl2LaN5O9PS3, with properties calculated with wB97M-V/def2-TZVPD.

Gap between HOMO and LUMO: 0.2551 Eh
Calculated total energy: -126301.2405 eV
Energy above the lowest of the compared OMol25 structures with the same formula, charge and spin: 0.0936 eV
E_HOMO: -0.1127 hartree
Net charge: -2

Atoms and positions in Å:
La: -0.91291 0.24338 0.08613
N: 0.29764 -2.44024 -1.53775
C: 0.40786 -3.51170 -0.55043
C: -0.24690 -3.13219 0.78153
O: -0.69520 -4.03827 1.49131
O: -0.28605 -1.88629 1.04629
H: 0.69178 -2.74101 -2.42313
H: 0.91594 -1.67580 -1.27507
H: 1.44534 -3.79796 -0.32858
H: -0.10560 -4.40122 -0.91909
O: -2.48239 0.83919 1.69670
C: -2.67131 1.35922 2.86171
C: -3.96709 1.43306 3.41851
C: -4.18669 1.96229 4.67141
C: -3.12709 2.43929 5.43790
C: -1.84824 2.37677 4.91099
C: -1.58898 1.86503 3.63879
C: -0.20417 1.85743 3.14469
N: 0.34210 1.13157 2.18368
C: 1.68436 1.44647 2.14093
C: 1.95663 2.37132 3.09263
N: 0.75772 2.62670 3.71912
H: -4.78157 1.05383 2.81447
H: -5.19768 1.99708 5.06388
H: -3.28981 2.83610 6.43190
H: -1.02513 2.71398 5.53247
H: 2.35796 0.98222 1.43564
H: 2.87137 2.86422 3.36799
H: 0.59258 3.32084 4.42216
C: -2.22382 7.83384 -4.48651
C: -2.02840 6.69566 -3.52122
C: -1.65530 5.43338 -3.96685
C: -1.46567 4.38192 -3.07955
C: -1.65098 4.59533 -1.72205
C: -2.01724 5.85091 -1.25637
C: -2.20832 6.88889 -2.15318
S: -1.40052 3.27933 -0.54038
O: -1.97579 3.75379 0.69647
O: -2.12936 2.12352 -1.13719
N: 0.09287 2.90671 -0.34555
C: 0.97007 2.76325 -1.51583
C: 0.56908 1.67372 -2.52709
O: 0.49891 1.93617 -3.72884
O: 0.29762 0.54715 -1.98276
H: -2.15127 7.49043 -5.51860
H: -1.47049 8.61152 -4.34055
H: -3.20222 8.30148 -4.35617
H: -1.50410 5.26519 -5.02733
H: -1.15755 3.41150 -3.44782
H: -2.16271 5.99137 -0.19366
H: -2.50455 7.86574 -1.78470
H: 1.95420 2.47550 -1.13680
H: 1.07542 3.71546 -2.04697
O: 7.93437 0.51832 0.71988
S: 6.96011 -0.45673 1.15139
O: 7.08237 -0.92371 2.51151
N: 5.44678 0.02095 0.81541
C: 4.86284 -0.73922 -0.09043
S: 3.32619 -0.55308 -0.72432
C: 5.74665 -1.86944 -0.57980
C: 5.46683 -2.85613 -1.51101
C: 6.45032 -3.79459 -1.79013
C: 7.69049 -3.74884 -1.15320
C: 7.97092 -2.75890 -0.22053
C: 6.97520 -1.83718 0.04127
H: 4.49628 -2.86735 -1.99003
H: 6.25460 -4.57769 -2.51284
H: 8.44018 -4.49470 -1.38980
H: 8.92748 -2.70912 0.28336
C: -4.24606 -0.17430 -2.82459
P: -2.59096 -0.93145 -2.58380
C: -1.79924 -0.53237 -4.17778
C: -3.03684 -2.69344 -2.82743
H: -4.69037 -0.45738 -3.78383
H: -4.15477 0.91184 -2.77477
H: -4.90913 -0.48959 -2.01650
H: -2.51991 -0.61403 -4.99697
H: -0.97755 -1.22917 -4.35123
H: -1.35108 0.46095 -4.14517
H: -3.52353 -2.86125 -3.79317
H: -3.71701 -3.00383 -2.03365
H: -2.13598 -3.30487 -2.76584
Cl: -3.65646 -1.86762 0.63688
C: -3.66951 -3.50428 1.29740
Cl: -5.01079 -3.73639 2.45762
H: -2.72358 -3.67770 1.80398
H: -3.83066 -4.20895 0.49034


Among the records above, which one has the highest gap between HOMO and LUMO?
C31H35BO3S